Here is a 3-piece molecular cluster, C4H12O3 overall from the OMol25 dataset. Energies are from the ωB97M-V functional and the def2-TZVPD basis.

Geometry as XYZ:
```
19
C4H12O3 (the ωB97M-V functional and the def2-TZVPD basis)
C 0.59113 -1.79123 0.57129
H -1.29642 1.74204 0.94558
H 1.53448 -2.51099 0.46359
H 2.60216 0.52486 -2.23433
H -2.33862 0.31669 -0.80294
H 1.60401 1.96101 -1.80404
H -0.21701 -2.46454 0.32327
H -3.43963 -0.83674 -0.26397
H 3.08465 1.71579 -1.01365
H -0.99626 1.90748 -0.56016
C 1.67967 0.23308 -0.40549
C 2.24147 1.14133 -1.43688
H 0.43949 -0.72864 2.27753
O -1.48928 2.28108 0.17472
O 0.36753 -1.63302 1.95820
O -3.16719 0.06584 -0.41063
H 2.31690 -0.06403 0.41096
H 0.11970 -0.77479 -1.31013
C 0.66885 -0.64130 -0.38734
```

Total charge: 0
E_LUMO (eV): 0.599
HOMO-LUMO gap (eV): 10.3096
Energy (eV): -10482.8800
Structure (SMILES): C/C=C/CO.O.O

Here is C4H3AuCeCl2N5O3 as an isolated structure from the OMol25 dataset. Energies are from the ωB97M-V functional and the def2-TZVPD basis.

Geometry as XYZ:
```
19
C4H3AuCeCl2N5O3 (the ωB97M-V functional and the def2-TZVPD basis)
N 1.99915 4.53210 1.87355
Au -0.47551 -4.87803 -3.09041
Cl -2.15400 -0.36073 0.59849
Ce -0.57345 1.41959 -0.12232
C -2.17659 -5.84857 -3.20852
N 0.70712 2.69489 1.32156
H 1.25711 5.21418 1.81636
C 1.79416 1.25479 2.58566
C -2.62261 3.19127 0.14358
C -0.34364 -6.46902 -4.25854
N 1.42952 3.30774 2.22241
O -3.52909 3.90163 0.27212
O -0.32008 -7.40163 -4.93603
H 2.61247 4.82913 2.61869
Cl 0.28879 -2.99844 -2.09345
O -3.16424 -6.43499 -3.31655
N 2.29377 2.42770 2.92596
H 2.13983 0.33208 3.02763
N 0.83729 1.28633 1.61980
```

2S+1: 4
Total charge: +4
E_LUMO (alpha / beta) (eV): -14.956 / -19.751
HOMO-LUMO gap (alpha / beta) (eV): 7.2739 / 2.4904
<S²>: 3.757
Energy (eV): -59403.1331

Here is a 9-piece molecular cluster, C22H51BF4N4O4 overall from the OMol25 dataset. Energies are from the ωB97M-V functional and the def2-TZVPD basis.

Geometry as XYZ:
```
86
C22H51BF4N4O4 (the ωB97M-V functional and the def2-TZVPD basis)
H 2.60533 -3.40962 -1.30326
H -3.07567 -3.84162 -2.60426
H -0.25567 -1.58662 -2.52326
C -1.70967 -2.90962 -0.77826
C -0.07967 -2.56162 -2.54626
N 1.93133 7.02638 -1.07126
H -4.58367 4.25838 1.03274
C -2.60467 3.31538 0.39874
H -0.74167 -5.25962 -0.81326
H 3.21333 -0.29762 -4.90026
H 0.54433 4.01638 -0.97626
H 3.45333 1.51538 -4.49126
C 4.46933 -0.32562 1.46774
H -4.17567 -2.20762 -0.05426
H -2.93667 2.57938 0.11074
H -2.08367 -3.44262 0.22774
O 2.74733 -0.38862 -2.09526
F 0.43933 2.01438 1.29074
H -1.13167 2.04338 -2.71826
H 5.39333 -0.16562 1.93074
H 1.68433 -5.47862 -2.28126
H 2.24233 3.74738 -1.13426
N -1.58867 3.44638 -5.67626
H 3.20233 1.46038 -2.17026
H 0.27433 3.15338 -3.29526
C 0.04833 2.81738 4.87574
C -0.66967 4.13438 4.73174
C 3.10133 0.66438 -4.20426
H -0.69367 -2.67162 -3.45226
H 4.51833 -0.45262 0.41774
C 1.09533 -5.18262 -1.32926
C 1.71733 5.87838 -0.85426
H 0.69633 2.68038 3.15774
C -2.92467 -3.00162 -1.80726
H -0.75967 -5.15962 -2.50726
H -1.38067 2.54938 1.61974
C 1.40233 4.35938 -0.61326
H 2.07333 0.82638 -4.31726
C -1.09167 3.02738 -4.81626
H -1.70767 -1.73662 -0.58326
H 0.84833 -2.76462 -3.01726
H 4.36533 0.30138 -2.58426
H -2.93867 -2.09062 -2.52926
C -4.20267 -2.92962 -0.94026
B 0.33133 0.86538 0.53174
N -0.35367 -3.23062 -1.35126
H -3.90367 4.72638 -0.53626
C -0.88067 -2.21162 4.60474
H -1.75767 3.62438 -0.41826
H 1.41633 4.10538 0.32274
O -2.09167 3.05038 1.66474
C 3.50233 -1.43862 1.90474
H -1.48967 4.24538 3.70974
C -0.29667 -4.73162 -1.67226
H 0.12433 4.87638 4.48174
H 3.67733 0.46038 1.78474
H -4.39767 -3.91162 -0.40126
H 2.32933 -0.02162 -1.31426
H -1.52167 -3.72162 3.18274
H -0.14567 -2.66262 2.67074
F -0.35267 1.17538 -0.61026
N 2.81233 -2.33562 2.20274
F -0.28967 -0.15762 1.26474
O -2.07767 -1.78662 2.54574
C -0.46467 2.35438 -3.55926
H -0.11467 1.34838 -3.77726
C -1.22067 -2.67562 3.19074
C 3.39233 0.61138 -2.71026
H 2.45033 -4.23962 -0.04226
H -0.20167 -1.23862 4.46774
H -0.31467 -2.85962 5.23274
H 0.29133 -3.39962 0.43874
C 0.71533 -3.01262 -0.32726
H 0.45133 3.00338 5.97474
H -1.34567 -1.32662 2.03974
C -3.59367 4.55538 0.36974
H -5.16367 -3.02962 -1.81326
F 1.66233 0.53438 0.30974
O 1.04833 2.62938 3.97674
H 0.92233 -2.09362 0.07674
H -0.78067 1.94638 4.83874
H -3.25267 5.50938 0.91374
H -1.73967 -1.86962 5.07774
H 1.13533 -5.87962 -0.61626
C 1.73333 -4.01062 -0.67626
H -0.97467 4.27238 5.77274
```

Total charge: 0
E_LUMO (eV): -0.282
HOMO-LUMO gap (eV): 9.0980
Energy (eV): -49329.2781

Looking at energy relative to the best compared isomer or geometry (same formula, charge and spin) for the records above, in order, we have 217.96 129.82 529.97 kJ/mol.